Entry 1:
Computed, not measured: a cluster of 5 separate species, C24H56F3NO20P4 in total, with the ωB97M-V functional and the def2-TZVPD basis.

```
108
Properties=species:S:1:pos:R:3:lowdin_charge:R:1
C -5.86 2.87 1.01 -0.0948
O -4.81 2.34 1.89 -0.2143
C -3.45 2.60 1.38 -0.1941
O -2.65 3.06 2.56 -0.0632
N -3.46 2.90 3.65 -0.0024
O -2.76 2.35 4.52 0.0128
C -2.90 1.15 0.78 -0.1993
C -2.02 1.29 -0.59 -0.1012
C -2.87 1.16 -1.98 -0.3665
C -3.79 -0.20 -2.11 -0.1173
C -3.90 2.45 -2.16 -0.1092
O -2.10 0.56 1.91 -0.1659
C -2.73 -0.77 2.10 -0.1952
C -1.96 -1.70 3.24 -0.1459
C -3.05 -2.80 3.78 -0.1409
C -3.65 -3.81 2.64 -0.0512
F -3.37 -3.77 1.18 -0.0406
C -4.60 -4.88 3.13 -0.0282
F -6.06 -4.60 3.21 -0.0210
F -3.95 -6.16 3.55 -0.0372
H -6.73 3.32 1.68 0.1086
H -6.35 1.98 0.41 0.1050
H -5.52 3.73 0.29 0.1012
H -3.38 3.46 0.58 0.1521
H -3.86 0.49 0.60 0.1383
H -1.40 2.30 -0.66 0.1377
H -1.20 0.43 -0.56 0.1399
H -2.16 1.18 -2.92 0.1301
H -3.21 -1.20 -1.96 0.0853
H -4.67 -0.09 -1.34 0.0694
H -4.20 -0.23 -3.23 0.0960
H -3.48 3.41 -1.63 0.0688
H -4.03 2.67 -3.32 0.0948
H -4.94 2.16 -1.68 0.0675
H -3.85 -0.64 2.48 0.1442
H -2.68 -1.31 1.05 0.1368
H -0.95 -2.18 2.83 0.1378
H -1.65 -1.05 4.19 0.1260
H -2.63 -3.45 4.67 0.1414
H -3.98 -2.19 4.20 0.1334
C 0.12 3.50 9.05 -0.1677
O 1.19 2.78 8.48 -0.2559
P 0.89 1.08 8.32 0.7285
O 2.29 0.78 8.86 -0.2348
O 0.97 1.22 6.68 -0.2574
C -0.11 1.84 6.04 -0.1425
O 0.60 -0.62 8.16 -0.2531
C -0.21 -1.14 9.19 -0.1702
H 0.51 4.16 9.83 0.0858
H -0.35 4.12 8.27 0.0814
H -0.63 2.84 9.48 0.0698
H 0.14 2.89 5.84 0.0932
H -1.02 1.80 6.65 0.0753
H -0.31 1.34 5.09 0.0797
H -1.20 -0.66 9.16 0.0735
H 0.25 -0.97 10.16 0.0810
H -0.34 -2.21 9.04 0.0847
C -1.37 -7.62 3.06 -0.1699
O -0.07 -7.50 2.53 -0.2524
P 1.20 -7.47 3.71 0.7267
O 1.86 -6.31 2.97 -0.2330
O 1.78 -8.89 3.12 -0.2614
C 1.04 -10.06 3.41 -0.1347
O 2.46 -7.44 4.89 -0.2488
C 2.07 -6.81 6.10 -0.1667
H -2.01 -6.87 2.59 0.0690
H -1.76 -8.61 2.84 0.0844
H -1.37 -7.46 4.15 0.0712
H 0.42 -10.30 2.54 0.0887
H 0.41 -9.92 4.29 0.0804
H 1.73 -10.88 3.59 0.0894
H 1.25 -7.36 6.55 0.0728
H 1.76 -5.78 5.90 0.0815
H 2.92 -6.81 6.78 0.0883
C 0.14 -1.05 -6.82 -0.1668
O -0.30 -0.04 -5.94 -0.2624
P 0.91 1.14 -5.54 0.7319
O 0.50 1.06 -4.07 -0.2519
O 0.02 2.31 -6.28 -0.2652
C -0.03 2.28 -7.69 -0.1335
O 2.11 2.31 -5.14 -0.2407
C 3.42 1.77 -5.10 -0.1562
H -0.17 -2.02 -6.43 0.0870
H -0.34 -0.90 -7.80 0.0798
H 1.22 -1.03 -6.94 0.0729
H -0.95 1.79 -8.01 0.0870
H 0.83 1.75 -8.11 0.0835
H -0.02 3.31 -8.07 0.0883
H 3.69 1.38 -6.09 0.0737
H 3.47 0.97 -4.36 0.0810
H 4.12 2.56 -4.83 0.0903
C 4.31 6.39 -8.68 -0.1647
O 4.54 5.28 -7.83 -0.2566
P 6.05 4.48 -8.09 0.7295
O 5.35 3.13 -8.01 -0.2475
O 6.54 4.92 -6.59 -0.2633
C 6.88 6.28 -6.39 -0.1312
O 7.56 3.68 -8.35 -0.2452
C 7.97 3.70 -9.71 -0.1646
H 3.30 6.31 -9.10 0.0872
H 4.38 7.31 -8.10 0.0820
H 5.03 6.42 -9.50 0.0711
H 6.03 6.79 -5.93 0.0903
H 7.13 6.77 -7.33 0.0813
H 7.73 6.34 -5.71 0.0914
H 8.11 4.73 -10.03 0.0749
H 7.22 3.22 -10.34 0.0817
H 8.91 3.16 -9.80 0.0892
```

SMILES   CO[C@@H](ON=O)[C@@H](CC(C)C)OCCCC(F)=C(F)F.COP(=O)(OC)OC.COP(=O)(OC)OC.COP(=O)(OC)OC.COP(=O)(OC)OC
HOMO   -8.24 eV
E_tot   -4171.6220 Ha
Net charge   0
Orbital gap   5.2 eV

=====

Entry 2:
Computed, not measured: a structure of composition C3H4CdO3, with the ωB97M-V functional and the def2-TZVPD basis.

```
11
Properties=species:S:1:pos:R:3:lowdin_charge:R:1
O 0.35 -2.42 -0.59 0.1543
Cd 2.14 0.83 1.25 1.7649
O 1.26 -0.66 0.54 -0.0746
C 0.51 -1.07 -0.33 -0.5468
O -0.03 -0.55 -1.35 0.1903
C -0.36 -2.16 -1.76 -0.1008
C 0.16 -2.75 -3.01 0.0464
H -1.45 -2.16 -1.61 0.1852
H -0.50 -3.58 -3.30 0.1322
H 0.09 -1.99 -3.80 0.1300
H 1.19 -3.09 -2.89 0.1190
```

HOMO   -20.28 eV
E_tot   -509.3591 Ha
Net charge   +2
Orbital gap   7.1 eV

=====

Entry 3:
Computed, not measured: a structure of composition C31H44BN3O2Pd, with the ωB97M-V functional and the def2-TZVPD basis.

```
82
Properties=species:S:1:pos:R:3:lowdin_charge:R:1
Pd -0.04 -0.63 0.26 0.8785
C 2.98 -4.02 -3.23 -0.0631
C 2.50 -4.41 -1.83 -0.3818
C 2.43 -5.93 -1.69 -0.0610
C 3.37 -3.77 -0.76 -0.1374
C 4.74 -4.06 -0.79 -0.0469
C 5.63 -3.43 0.05 -0.0784
C 5.16 -2.45 0.91 -0.0447
C 3.82 -2.12 0.97 -0.1458
C 3.42 -0.97 1.89 -0.3681
C 2.43 -1.36 2.98 -0.0653
C 2.97 0.24 1.07 -0.0553
C 2.90 -2.83 0.17 -0.1591
N 1.50 -2.58 0.26 0.0293
C 0.75 -3.62 0.43 -0.1257
C -0.66 -3.62 0.30 -0.3457
C -1.52 -4.72 0.39 -0.0508
C -2.78 -4.26 0.00 -0.0503
C -2.61 -2.89 -0.32 -0.2884
N -1.34 -2.51 -0.13 0.0410
C -3.66 -1.92 -0.82 -0.5527
C -3.21 -1.34 -2.17 -0.0469
C -5.00 -2.63 -1.00 -0.0675
C -3.84 -0.77 0.18 -0.0517
H 2.29 -4.40 -3.99 0.0784
H 3.97 -4.44 -3.44 0.0727
H 3.05 -2.94 -3.34 0.0841
H 1.48 -4.02 -1.74 0.1156
H 3.42 -6.38 -1.79 0.0751
H 1.79 -6.36 -2.46 0.0804
H 2.03 -6.23 -0.71 0.0701
H 5.10 -4.79 -1.50 0.1081
H 6.68 -3.67 0.01 0.1008
H 5.86 -1.91 1.54 0.1084
H 4.34 -0.67 2.40 0.1235
H 1.45 -1.60 2.55 0.0299
H 2.31 -0.55 3.70 0.0780
H 2.77 -2.24 3.52 0.0861
H 2.06 -0.01 0.51 0.0208
H 3.73 0.53 0.34 0.0916
H 2.75 1.10 1.71 0.0863
H 1.21 -4.59 0.66 0.1322
H -1.25 -5.72 0.69 0.0969
H -3.69 -4.83 -0.06 0.0897
H -3.13 -2.13 -2.92 0.0892
H -2.24 -0.86 -2.08 0.0658
H -3.93 -0.60 -2.52 0.0831
H -4.91 -3.46 -1.70 0.0850
H -5.74 -1.93 -1.40 0.0823
H -5.38 -3.01 -0.05 0.0844
H -2.91 -0.19 0.25 0.0415
H -4.10 -1.15 1.17 0.0895
H -4.63 -0.09 -0.15 0.0863
N -0.88 -0.37 2.22 0.0551
H -0.42 0.30 2.83 0.0665
H -0.86 -1.29 2.63 0.0719
H -1.85 -0.09 2.12 0.0463
C -3.16 6.94 0.69 -0.0489
C -1.64 7.03 0.49 -0.5624
C -0.97 7.39 1.83 -0.0469
C -1.35 8.16 -0.50 -0.0721
C -1.11 5.68 0.01 -0.1677
C -0.39 5.54 -1.18 -0.0208
C 0.09 4.31 -1.63 0.0281
C -0.17 3.22 -0.84 -0.1975
O 0.19 1.90 -1.04 0.1627
B -0.32 1.22 0.07 -0.6333
O -0.98 2.10 0.95 0.1300
C -0.87 3.34 0.35 -0.1829
C -1.35 4.54 0.80 0.0608
H -3.56 7.92 0.96 0.0843
H -3.42 6.24 1.49 0.0761
H -3.65 6.61 -0.23 0.0923
H -1.37 8.33 2.21 0.0855
H 0.11 7.49 1.71 0.0906
H -1.15 6.62 2.58 0.0767
H -1.75 9.09 -0.11 0.0852
H -1.81 7.97 -1.47 0.0884
H -0.28 8.30 -0.65 0.0853
H -0.20 6.41 -1.80 0.0993
H 0.64 4.22 -2.56 0.1239
H -1.89 4.60 1.73 0.1254
```

HOMO   -7.05 eV
E_tot   -1675.2235 Ha
Net charge   0
Orbital gap   6.5 eV

=====

Entry 4:
Computed, not measured: an isolated molecule of CH4INS, with the ωB97M-V functional and the def2-TZVPD basis.

```
8
Properties=species:S:1:pos:R:3:lowdin_charge:R:1
C -0.16 0.16 0.55 -0.3390
N -1.03 -1.01 0.30 -0.9511
S -0.30 -2.08 -1.01 0.5422
I -3.03 -0.42 -0.15 0.6579
H -0.31 0.69 1.44 0.0510
H 0.80 -0.10 0.75 0.0244
H -0.17 0.90 -0.31 0.0808
H 0.09 -0.90 -1.83 -0.0663
```

SMILES   CN(S)I
HOMO   -9.09 eV
E_tot   -791.0513 Ha
Net charge   0
Orbital gap   8.4 eV

=====

Entry 5:
Computed, not measured: an isolated molecule of C7H10, with the ωB97M-V functional and the def2-TZVPD basis.

```
17
Properties=species:S:1:pos:R:3:lowdin_charge:R:1
C 0.07 0.33 0.28 -0.3293
C 0.34 1.62 -0.20 0.0716
C -2.16 0.04 -0.60 -0.1019
C -1.37 -0.01 0.67 -0.3220
C 1.12 -0.57 0.41 -0.0869
C -1.69 -1.24 0.07 0.0109
C 2.51 -0.53 -0.18 -0.0813
H 1.32 1.92 -0.44 0.0280
H -0.41 2.39 -0.06 0.0686
H -3.21 0.22 -0.58 0.0860
H -1.63 0.54 -1.42 0.1037
H -1.75 0.34 1.69 0.1687
H 0.68 -1.43 0.85 0.0798
H -2.41 -1.94 0.35 0.0693
H 2.66 0.52 -0.42 0.0474
H 2.69 -1.32 -1.02 0.1103
H 3.24 -0.87 0.60 0.0772
```

HOMO (alpha / beta)   -7.39 / -8.43 eV
E_tot   -272.5106 Ha
Net charge   0
Orbital gap (alpha / beta)   7.4 / 8.5 eV

=====

Entry 6:
Computed, not measured: an isolated molecule of C4H3F2NO, with the ωB97M-V functional and the def2-TZVPD basis.

```
11
Properties=species:S:1:pos:R:3:lowdin_charge:R:1
C -0.84 0.42 0.51 -0.3296
C -1.83 -0.36 -0.24 -0.1390
C 0.54 -0.15 0.26 -0.2225
C 1.52 0.48 -0.37 -0.0666
H -0.75 2.34 0.90 0.1470
H -1.06 0.26 1.56 0.1606
H 1.47 1.49 -0.78 0.1386
N -2.60 -1.01 -0.82 0.1795
O -0.99 1.77 0.11 -0.0129
F 0.63 -1.41 0.76 0.0902
F 2.71 -0.09 -0.51 0.0548
```

SMILES   N#C[C@H](O)/C(F)=C/F
HOMO   -10.40 eV
E_tot   -483.8845 Ha
Net charge   0
Orbital gap   10.6 eV